Entry 1:
Density functional theory data (ωB97M-V/def2-TZVPD) for a molecular structure, CH5P in a non-equilibrium geometry.

Last column: Löwdin charge in e.
Geometry (Å):
C1 -0.667741 0.262537 0.031424  -0.474
P1 1.087024 0.066474 0.358263  0.661
H1 -1.025235 -0.335798 -0.687176  -0.044
H2 -0.800976 1.239725 -0.163032  -0.049
H3 -1.167288 -0.153649 1.238549  0.147
H4 1.658742 0.296760 -0.883833  -0.153
H5 0.915475 -1.376049 0.105806  -0.086

Forces on the atoms, in the same order (eV/Å):
C 0.1 -1.9 6.4
P 0.6 -2.1 0.7
H -1.5 -2.2 -2.5
H -1.3 3.4 -0.3
H 1.2 1.6 -4.0
H 0.0 0.1 -0.8
H 0.9 0.9 0.4

LUMO level: 0.97 eV
Total charge: 0
Orbital gap: 10.41 eV
Total energy: -382.3729 Ha



Entry 2:
Density functional theory data (ωB97M-V/def2-TZVPD) for 2 unconnected molecules or ions with the total composition CH5PS in a non-equilibrium geometry.

Last column: Löwdin charge in e.
Geometry (Å):
C1 -1.311514 -0.843813 -0.166483  -0.018
P1 1.447425 0.955360 -0.324468  0.263
S1 2.252913 1.759080 -2.022556  0.030
H1 -1.575871 -0.883360 0.880229  -0.036
H2 -2.021916 -0.160289 -0.753220  0.008
H3 -0.872688 -1.729003 -0.738843  0.007
H4 2.557118 1.033518 0.533959  -0.158
H5 0.807904 2.066684 0.448083  -0.097

Forces on the atoms, in the same order (eV/Å):
C -1.1 -0.1 -2.0
P 0.0 1.8 0.4
S -0.5 -0.3 0.6
H 0.4 -0.3 0.1
H 1.4 -1.0 0.7
H -0.6 1.5 1.2
H 0.2 -0.5 0.1
H 0.2 -1.0 -1.1

LUMO level (spin up / spin down): -2.16 / -0.15 eV
Total charge: 0
Orbital gap (spin up / spin down): 6.76 / 9.12 eV
Total energy: -780.5005 Ha



Entry 3:
Density functional theory data (ωB97M-V/def2-TZVPD) for 2 unconnected molecules or ions with the total composition CH5S2 in a non-equilibrium geometry.

Last column: Löwdin charge in e.
Geometry (Å):
S1 0.822014 -2.009336 0.130868  0.290
H1 0.503147 -0.635334 -0.019021  -0.352
C1 -1.655765 1.467726 0.375048  -0.677
S2 0.019905 1.417738 -0.394050  0.090
H2 -1.791863 0.671801 1.112152  -0.015
H3 -1.626157 2.404073 0.931462  -0.036
H4 -2.498254 1.442399 -0.310769  -0.018
H5 -0.275283 -2.428546 0.770199  -0.282

Forces on the atoms, in the same order (eV/Å):
S 0.4 -0.3 -0.1
H -0.3 0.1 0.0
C 0.9 0.2 0.4
S -0.2 -0.4 -0.1
H 0.0 -0.1 -0.1
H -0.6 0.1 0.0
H 0.0 0.1 -0.2
H -0.1 0.3 0.0

LUMO level: 3.75 eV
Total charge: -1
Orbital gap: 6.40 eV
Total energy: -837.4917 Ha



Entry 4:
Density functional theory data (ωB97M-V/def2-TZVPD) for 2 unconnected molecules or ions with the total composition CH5S3.

Last column: Löwdin charge in e.
Geometry (Å):
S1 1.987037 0.455846 1.612437  0.283
H1 2.058251 1.661529 1.065281  -0.278
C1 -1.571156 1.163202 0.242066  -0.562
S2 -1.714120 -0.314605 -0.806415  0.111
S3 0.265669 -0.911199 -1.009335  -0.204
H2 -0.738396 1.740023 -0.147172  0.001
H3 -2.494310 1.724265 0.070658  0.001
H4 -1.511162 0.898565 1.296768  0.011
H5 1.081420 -0.099513 0.641240  -0.364

Forces on the atoms, in the same order (eV/Å):
S -0.1 -0.4 0.3
H -0.1 0.3 -0.3
C -0.6 -0.3 -0.5
S 0.1 -0.1 0.0
S -0.2 0.0 0.0
H 0.2 0.1 0.4
H 0.0 0.1 0.1
H 0.4 0.2 0.0
H 0.4 0.2 0.1

LUMO level: 3.52 eV
Total charge: -1
Orbital gap: 6.17 eV
Total energy: -1235.7031 Ha



Entry 5:
Density functional theory data (ωB97M-V/def2-TZVPD) for 2 unconnected molecules or ions with the total composition CH5S3.

Last column: Löwdin charge in e.
Geometry (Å):
S1 -1.926505 0.729442 1.292403  0.198
H1 -2.684499 -0.120425 1.996416  -0.288
C1 1.081403 0.473737 -0.971931  -0.562
S2 1.681810 -1.082116 -0.260523  0.142
S3 -0.066844 -1.953573 0.441890  -0.158
H2 1.874317 0.854249 -1.621608  0.006
H3 0.866677 1.206286 -0.198969  0.000
H4 0.177782 0.288365 -1.550317  0.014
H5 -1.004145 -0.395961 0.872636  -0.353

Forces on the atoms, in the same order (eV/Å):
S 0.2 -0.2 -0.2
H 0.0 0.0 0.0
C 0.1 -0.1 0.0
S -0.1 0.0 0.0
S 0.2 -0.1 -0.1
H -0.1 0.0 0.0
H 0.0 0.1 0.1
H 0.0 0.0 -0.1
H -0.4 0.3 0.3

LUMO level: 3.57 eV
Total charge: -1
Orbital gap: 6.38 eV
Total energy: -1235.7030 Ha



Entry 6:
Density functional theory data (ωB97M-V/def2-TZVPD) for a gas-phase ion, CH6BFO3P (charge -1).

Last column: Löwdin charge in e.
Geometry (Å):
O1 1.535928 -0.731757 1.918067  -0.317
P1 1.084407 -0.210367 0.615582  0.395
O2 2.186377 -0.557360 -0.541460  -0.175
O3 1.074917 1.399496 0.608224  -0.150
C1 -0.477405 -0.789364 0.017059  -0.263
B1 -1.666831 0.345431 -0.103380  -0.645
F1 -1.326012 1.227400 -1.217574  -0.144
H1 1.830158 -0.367820 -1.413376  0.056
H2 1.431184 1.774139 -0.197897  0.066
H3 -0.777222 -1.578816 0.709713  0.061
H4 -0.361657 -1.242802 -0.973600  0.060
H5 -2.725661 -0.247818 -0.358348  0.025
H6 -1.808182 0.979638 0.936991  0.031

Forces on the atoms, in the same order (eV/Å):
O 0.0 0.1 -0.2
P -0.1 -0.3 0.3
O 0.2 0.2 0.0
O 0.2 0.0 0.2
C -0.2 0.0 0.0
B -0.4 -0.1 0.0
F 0.1 0.1 0.0
H -0.1 -0.1 -0.2
H -0.1 0.1 -0.2
H 0.0 0.0 0.0
H 0.1 0.0 0.1
H 0.1 0.0 0.0
H 0.1 0.0 0.0

LUMO level: 3.50 eV
Total charge: -1
Orbital gap: 8.36 eV
Total energy: -733.6941 Ha



Entry 7:
Density functional theory data (ωB97M-V/def2-TZVPD) for CH6BN in the gas phase in a non-equilibrium geometry.

Last column: Löwdin charge in e.
Geometry (Å):
B1 -0.003296 -0.638164 1.308609  -0.096
N1 0.169612 0.437886 0.336071  -0.069
C1 -0.207023 0.310999 -1.109044  -0.111
H1 0.511954 -0.479234 2.324309  0.005
H2 -0.605782 -1.520834 0.950214  0.004
H3 0.838720 1.129147 0.453758  0.054
H4 -0.517917 1.339466 -1.423363  0.090
H5 0.611701 -0.018252 -1.807020  0.084
H6 -0.797969 -0.561014 -1.033536  0.040

Forces on the atoms, in the same order (eV/Å):
B 1.0 3.4 -2.2
N -0.7 -3.2 -0.2
C 1.9 0.9 1.1
H 0.3 -0.1 1.0
H -1.0 -1.5 -0.3
H 1.2 1.5 0.8
H -0.7 -1.4 -0.2
H -0.2 0.5 0.9
H -1.9 -0.2 -0.9

LUMO level: 0.89 eV
Total charge: 0
Orbital gap: 10.80 eV
Total energy: -121.2902 Ha



Entry 8:
Density functional theory data (ωB97M-V/def2-TZVPD) for a gas-phase ion, CH6ClN2S (charge +1) in a non-equilibrium geometry.

Last column: Löwdin charge in e.
Geometry (Å):
N1 0.800302 0.690144 0.840725  0.194
C1 0.532383 -0.531409 -0.039086  -0.333
N2 -0.892159 -0.563204 -0.273703  -0.824
S1 -1.177248 0.594728 -1.561782  0.831
Cl1 -1.472605 -2.260830 -0.684392  0.576
H1 1.843785 0.935675 0.855264  0.219
H2 0.368389 0.435140 1.709678  0.159
H3 0.340758 1.452434 0.387515  0.101
H4 1.116618 -0.265931 -0.865200  0.092
H5 0.814877 -1.335068 0.609722  0.125
H6 -2.275100 0.848320 -0.978739  -0.139

Forces on the atoms, in the same order (eV/Å):
N 1.6 -0.6 -0.7
C -0.6 0.3 1.5
N 0.0 -0.7 -0.9
S 1.2 -1.1 -0.2
Cl 0.9 1.6 0.4
H -1.8 -0.7 0.5
H 0.1 0.7 1.1
H -0.8 1.1 -0.2
H 1.1 -0.8 -1.6
H 0.5 -0.9 -0.4
H -2.2 1.1 0.5

LUMO level: -4.46 eV
Total charge: +1
Orbital gap: 9.64 eV
Total energy: -1009.2456 Ha



- The highest total charge belongs to which entry?
  CH6ClN2S